No. 1
Below is an isolated molecule of C6H9NO in a non-equilibrium geometry, with properties calculated with the ωB97M-V functional and the def2-TZVPD basis.

- SMILES = O[C@H]1[C@H]2CN3C[C@@H]3[C@@H]12
- energy above the lowest of the compared OMol25 structures with the same formula, charge and spin (eV) = 7.061
- LUMO level (eV) = 0.8
- HOMO-LUMO gap (eV) = 9.89
- total energy (a.u.) = -363.7647
- total charge = 0

Each line ends with the Mulliken charge.
Cartesian coordinates (Å):
1 C -0.410 -0.646 -1.535  -0.284
2 C -1.071 -0.311 -0.369  -0.191
3 C -0.471 -0.509 1.147  -0.724
4 C 0.686 1.211 1.463  -0.598
5 C 1.094 0.841 0.090  -0.191
6 C 0.009 0.670 -1.141  -0.352
7 H 0.792 -2.242 -0.572  0.363
8 H -1.005 -0.791 -2.400  0.364
9 H -2.100 -0.082 -0.418  0.447
10 H -0.659 -1.665 1.156  0.341
11 H -1.484 -0.297 1.702  0.278
12 H -0.191 1.789 1.397  0.348
13 H 1.609 1.710 1.720  0.361
14 H 2.069 0.788 -0.123  0.415
15 H -0.226 1.542 -1.690  0.419
16 N 0.867 -0.077 1.257  -0.375
17 O 0.490 -1.932 -1.686  -0.620

***

No. 2
Below is a structure of composition C12H6MnNOS5, with properties calculated with the ωB97M-V functional and the def2-TZVPD basis.

- 2S+1 = 4
- energy above the lowest of the compared OMol25 structures with the same formula, charge and spin (eV) = 0.000
- LUMO level (alpha / beta) (eV) = -5.1 / -6.1
- HOMO-LUMO gap (alpha / beta) (eV) = 6.68 / 5.90
- total energy (a.u.) = -3732.5508
- total charge = +1

Each line ends with the Löwdin spin population.
Cartesian coordinates (Å):
1 Mn 0.327 -0.972 -0.510  2.224
2 O 5.030 -2.412 4.001  0.066
3 C 4.188 -2.207 3.197  0.017
4 S 2.498 -1.772 3.614  0.062
5 C 1.924 -1.658 1.992  0.184
6 C 2.856 -1.902 0.959  0.200
7 S 2.451 -1.815 -0.688  0.094
8 S 4.458 -2.309 1.423  0.078
9 S 0.302 -1.279 1.686  0.076
10 S -3.861 0.020 -1.106  0.013
11 C -3.857 -1.650 -0.745  -0.008
12 C -2.606 -2.153 -0.521  0.000
13 C -1.613 -1.144 -0.610  -0.061
14 C -2.163 0.096 -0.901  0.033
15 C -1.312 1.263 -0.988  0.011
16 C -1.708 2.574 -1.220  0.003
17 C -0.745 3.565 -1.261  0.006
18 C 0.594 3.244 -1.068  0.002
19 C 0.928 1.926 -0.841  0.003
20 N -0.002 0.961 -0.804  -0.005
21 H -4.793 -2.187 -0.734  -0.001
22 H -2.422 -3.191 -0.292  0.001
23 H -2.754 2.806 -1.363  0.000
24 H -1.036 4.591 -1.442  0.000
25 H 1.366 3.999 -1.094  0.000
26 H 1.950 1.606 -0.685  0.002

***

- Among the records above, which one has the highest total energy?
  C6H9NO